#a
ORCA calculation (wB97M-V/def2-TZVPD) on a cluster of 2 separate species, C2H3NO2 in total.

Each atom is followed by the atoms it is bonded to, with distances in Å.
Positions of all 8 atoms, in Å:
1 C 0.09 -0.56 -0.41  N3 1.307, H6 1.006, H7 1.043
2 C 0.49 0.10 3.69  O5 1.128
3 N -0.43 0.15 0.56  C1 1.307, O4 1.425
4 O 0.51 1.13 0.98  N3 1.425, H8 0.947
5 O -0.22 -0.59 4.23  C2 1.128
6 H 1.04 -0.59 -0.73  C1 1.006
7 H -0.62 -1.25 -0.75  C1 1.043
8 H 0.31 1.31 1.89  O4 0.947

As for the spin multiplicity: 1. The total charge is 0. The value obtained for the HOMO energy is -10.043 eV.

natural (NBO) atomic charges, in units of e: C -0.135; C 0.486; N -0.110; O -0.591; O -0.478; H 0.177; H 0.182; H 0.470



#b
ORCA calculation (wB97M-V/def2-TZVPD) on the molecule C2H3NO2.

Each atom is followed by the atoms it is bonded to, with distances in Å.
Positions of all 8 atoms, in Å:
1 C 0.87 -0.42 -0.31  C2 1.451, O4 1.186, H6 1.247
2 C -0.06 0.52 0.30  C1 1.451, N3 1.547, H7 1.188, H8 1.005
3 N -1.55 0.14 0.34  C2 1.547, O5 1.171
4 O 1.85 -0.92 0.12  C1 1.186
5 O -1.93 -0.76 -0.31  N3 1.171
6 H 0.57 -0.56 -1.51  C1 1.247
7 H 0.32 0.55 1.43  C2 1.188
8 H -0.07 1.45 -0.07  C2 1.005

As for the spin multiplicity: 1. The total charge is 0. The value obtained for the HOMO energy is -9.386 eV. Its SMILES is O=CCN=O.

natural (NBO) atomic charges, in units of e: C 0.446; C -0.456; N 0.188; O -0.480; O -0.241; H 0.072; H 0.230; H 0.240



What is the stability order? It is #a, #b, from most stable to least stable.



#a
ORCA calculation (wB97M-V/def2-TZVPD) on a cluster of 2 separate species, C2H3NO2 in total.

Each atom is followed by the atoms it is bonded to, with distances in Å.
Positions of all 8 atoms, in Å:
1 O -2.69 0.76 -0.31  C2 1.134
2 C -1.78 0.60 -0.98  O1 1.134
3 N 0.00 0.00 0.91  C4 1.267, H7 1.015
4 C 1.03 -0.34 0.26  N3 1.267, O5 1.336, H8 1.092
5 O 1.10 -0.25 -1.08  C4 1.336, H6 0.977
6 H 0.24 0.10 -1.38  O5 0.977
7 H 0.13 -0.14 1.91  N3 1.015
8 H 1.96 -0.74 0.67  C4 1.092

As for the spin multiplicity: 1. The total charge is 0. The value obtained for the HOMO energy is -10.563 eV.

natural (NBO) atomic charges, in units of e: O -0.484; C 0.488; N -0.746; C 0.424; O -0.683; H 0.496; H 0.357; H 0.146



#b
ORCA calculation (wB97M-V/def2-TZVPD) on the molecule C2H3NO2.

Each atom is followed by the atoms it is bonded to, with distances in Å.
Positions of all 8 atoms, in Å:
1 C -0.14 0.42 -0.39  C2 1.363, N3 1.817, O4 1.193
2 C -0.73 1.16 0.60  C1 1.363, H6 1.089, H7 1.031
3 N 0.56 -1.21 0.01  C1 1.817, O5 1.239, H8 1.016
4 O 0.32 0.39 -1.49  C1 1.193
5 O 0.24 -2.30 -0.50  N3 1.239
6 H -0.87 0.41 1.38  C2 1.089
7 H -0.93 2.17 0.54  C2 1.031
8 H 1.55 -1.03 -0.16  N3 1.016

As for the spin multiplicity: 1. The total charge is 0. The value obtained for the HOMO energy is -8.839 eV.

natural (NBO) atomic charges, in units of e: C 0.578; C -0.701; N 0.028; O -0.516; O -0.202; H 0.231; H 0.247; H 0.334



#c
ORCA calculation (wB97M-V/def2-TZVPD) on the molecule C2H3NO2.

Each atom is followed by the atoms it is bonded to, with distances in Å.
Positions of all 8 atoms, in Å:
1 O 0.60 0.64 -1.46  C2 1.192
2 C -0.47 0.19 -1.16  O1 1.192, N3 1.402, H6 1.105
3 N -0.73 -0.56 -0.01  C2 1.402, C4 1.394, H7 1.008
4 C -0.02 -0.47 1.19  N3 1.394, O5 1.193, H8 1.104
5 O 0.83 0.33 1.42  C4 1.193
6 H -1.36 0.33 -1.80  C2 1.105
7 H -1.49 -1.22 -0.08  N3 1.008
8 H -0.38 -1.24 1.89  C4 1.104

As for the spin multiplicity: 1. The total charge is 0. The value obtained for the HOMO energy is -10.186 eV. Its SMILES is O=CNC=O.

natural (NBO) atomic charges, in units of e: O -0.500; C 0.538; N -0.685; C 0.540; O -0.518; H 0.112; H 0.403; H 0.109



What is the stability order? It is #c, #a, #b, from most stable to least stable.



#a
ORCA calculation (wB97M-V/def2-TZVPD) on a cluster of 2 separate species, C2H3NO2 in total.

Each atom is followed by the atoms it is bonded to, with distances in Å.
Positions of all 8 atoms, in Å:
1 C 1.76 0.76 -0.43  O4 1.360, H6 1.069
2 C -1.35 -0.50 -0.23  N3 1.214, O5 1.150
3 N -1.81 0.46 0.37  C2 1.214, H8 1.023
4 O 1.62 -0.33 0.37  C1 1.360, H7 0.951
5 O -0.72 -1.28 -0.78  C2 1.150
6 H 1.35 1.43 0.30  C1 1.069
7 H 1.96 -1.15 0.04  O4 0.951
8 H -2.82 0.60 0.36  N3 1.023

As for the spin multiplicity: 1. The total charge is 0. The value obtained for the HOMO energy is -9.094 eV.

natural (NBO) atomic charges, in units of e: C 0.120; C 0.862; N -0.782; O -0.672; O -0.496; H 0.064; H 0.489; H 0.414



#b
ORCA calculation (wB97M-V/def2-TZVPD) on the molecule C2H3NO2.

Each atom is followed by the atoms it is bonded to, with distances in Å.
Positions of all 8 atoms, in Å:
1 O 0.85 0.06 -0.74  C2 1.350, C4 1.428
2 C 0.57 -0.71 0.34  O1 1.350, N3 1.263, H6 1.094
3 N -0.56 -0.55 0.87  C2 1.263, H7 1.009
4 C -0.25 0.97 -0.86  O1 1.428, O5 1.185, H8 1.098
5 O -1.06 0.87 -1.71  C4 1.185
6 H 1.38 -1.39 0.62  C2 1.094
7 H -0.76 -1.10 1.69  N3 1.009
8 H -0.19 1.76 -0.10  C4 1.098

As for the spin multiplicity: 1. The total charge is 0. The value obtained for the HOMO energy is -10.672 eV. Its SMILES is [H]/N=C/OC=O.

natural (NBO) atomic charges, in units of e: O -0.530; C 0.407; N -0.717; C 0.660; O -0.498; H 0.173; H 0.369; H 0.136



What is the stability order? It is #b, #a, from most stable to least stable.



#a
ORCA calculation (wB97M-V/def2-TZVPD) on a cluster of 2 separate species, C10H16O in total.

Each atom is followed by the atoms it is bonded to, with distances in Å.
Positions of all 27 atoms, in Å:
1 C 0.19 1.37 -2.87  C2 1.551, C3 1.541, H4 1.081, H5 1.098
2 C 1.53 2.12 -2.62  C1 1.551, H6 1.096, H8 1.075, H9 1.070
3 C -0.74 1.25 -1.65  C1 1.541, H7 1.078, H10 1.097, H11 1.088
4 H -0.39 1.89 -3.61  C1 1.081
5 H 0.42 0.35 -3.20  C1 1.098
6 H 1.70 2.28 -1.55  C2 1.096
7 H -0.25 0.74 -0.83  C3 1.078
8 H 1.63 2.98 -3.25  C2 1.075
9 H 2.30 1.41 -2.82  C2 1.070
10 H -0.94 2.27 -1.29  C3 1.097
11 H -1.67 0.74 -1.89  C3 1.088
12 C -2.02 -2.12 -0.51  C16 1.511, H24 1.108, H25 1.118, H27 1.123
13 C 1.17 -1.26 1.30  C14 1.418, C15 1.378, H20 1.099
14 C 0.12 -2.03 0.73  C13 1.418, C16 1.372, H21 1.091
15 C 0.78 0.01 1.70  C13 1.378, C17 1.379, O19 1.403
16 C -1.04 -1.39 0.39  C12 1.511, C14 1.372, C18 1.402
17 C -0.48 0.57 1.67  C15 1.379, C18 1.374, H23 1.074
18 C -1.40 -0.16 0.95  C16 1.402, C17 1.374, H26 1.114
19 O 1.67 0.80 2.43  C15 1.403, H22 0.957
20 H 2.22 -1.50 1.52  C13 1.099
21 H 0.56 -2.82 0.12  C14 1.091
22 H 2.38 0.36 2.90  O19 0.957
23 H -0.64 1.47 2.23  C17 1.074
24 H -1.56 -3.01 -0.98  C12 1.108
25 H -2.40 -1.46 -1.33  C12 1.118
26 H -2.41 0.20 0.65  C18 1.114
27 H -2.76 -2.73 0.06  C12 1.123

As for the spin multiplicity: 1. The total charge is 0. The value obtained for the HOMO energy is -8.504 eV. Its SMILES is Cc1ccc(O)cc1.CCC.

natural (NBO) atomic charge list, values in e, 8 entries: C -0.393; C -0.621; C -0.600; H 0.192; H 0.190; H 0.208; H 0.210; H 0.211



#b
ORCA calculation (wB97M-V/def2-TZVPD) on a cluster of 2 separate species, C10H16O in total.

Each atom is followed by the atoms it is bonded to, with distances in Å.
Positions of all 27 atoms, in Å:
1 C -0.29 0.54 -3.93  C2 1.517, H3 1.119, H4 1.101, H5 1.079
2 C -0.17 -0.47 -2.81  C1 1.517, H6 1.110, H7 1.076, H8 1.112
3 H -0.37 1.61 -3.59  C1 1.119
4 H 0.60 0.56 -4.57  C1 1.101
5 H -1.09 0.47 -4.65  C1 1.079
6 H 0.20 0.16 -1.97  C2 1.110
7 H 0.63 -1.19 -2.91  C2 1.076
8 H -1.11 -1.01 -2.56  C2 1.112
9 C 1.69 -0.89 0.87  C10 1.553, C11 1.498, H18 1.106, H19 1.095
10 C 2.63 -1.18 2.08  C9 1.553, H20 1.106, H26 1.090, H27 1.102
11 C 0.39 -0.20 1.14  C9 1.498, C12 1.394, C13 1.387
12 C -0.75 -0.96 1.38  C11 1.394, C14 1.387, H21 1.078
13 C 0.36 1.15 0.83  C11 1.387, C15 1.395, H22 1.078
14 C -1.95 -0.32 1.62  C12 1.387, C16 1.395, H23 1.080
15 C -0.87 1.76 1.08  C13 1.395, C16 1.377, H24 1.108
16 C -2.01 1.06 1.40  C14 1.395, C15 1.377, O17 1.381
17 O -3.14 1.80 1.70  C16 1.381, H25 0.969
18 H 2.33 -0.17 0.33  C9 1.106
19 H 1.63 -1.81 0.27  C9 1.095
20 H 1.94 -1.42 2.92  C10 1.106
21 H -0.78 -2.04 1.46  C12 1.078
22 H 1.23 1.63 0.41  C13 1.078
23 H -2.88 -0.74 1.97  C14 1.080
24 H -0.88 2.80 1.46  C15 1.108
25 H -3.88 1.22 1.93  O17 0.969
26 H 3.24 -0.36 2.44  C10 1.090
27 H 3.28 -1.99 1.72  C10 1.102

As for the spin multiplicity: 1. The total charge is 0. The value obtained for the HOMO energy is -8.424 eV. Its SMILES is CCc1ccc(O)cc1.CC.

natural (NBO) atomic charge list, values in e, 8 entries: C -0.619; C -0.625; H 0.203; H 0.203; H 0.206; H 0.214; H 0.206; H 0.211



What is the stability order? It is #b, #a, from most stable to least stable.



#a
ORCA calculation (wB97M-V/def2-TZVPD) on the molecule C4H8N2O.

Each atom is followed by the atoms it is bonded to, with distances in Å.
Positions of all 15 atoms, in Å:
1 N 1.66 -1.06 -1.18  C2 1.367, H8 1.009, H9 1.006
2 C 1.74 -0.25 -0.08  N1 1.367, O3 1.214, C4 1.528
3 O 2.72 0.43 0.16  C2 1.214
4 C 0.50 -0.25 0.81  C2 1.528, N5 1.454, H10 1.108, H11 1.092
5 N -0.35 0.88 0.45  C4 1.454, C6 1.448, C7 1.449
6 C -1.73 0.78 0.85  N5 1.448, C7 1.484, H12 1.091, H13 1.087
7 C -1.34 0.63 -0.57  N5 1.449, C6 1.484, H14 1.092, H15 1.087
8 H 2.39 -0.98 -1.87  N1 1.009
9 H 0.79 -1.49 -1.46  N1 1.006
10 H -0.05 -1.21 0.73  C4 1.108
11 H 0.83 -0.12 1.84  C4 1.092
12 H -2.05 -0.12 1.38  C6 1.091
13 H -2.19 1.70 1.21  C6 1.087
14 H -1.41 -0.37 -0.99  C7 1.092
15 H -1.51 1.44 -1.28  C7 1.087

As for the spin multiplicity: 1. The total charge is 0. The value obtained for the HOMO energy is -9.438 eV. Its SMILES is NC(=O)CN1CC1.

natural (NBO) atomic charge list, values in e, 8 entries: N -0.827; C 0.667; O -0.592; C -0.315; N -0.379; C -0.256; C -0.265; H 0.403



#b
ORCA calculation (wB97M-V/def2-TZVPD) on the molecule C4H8N2O.

Each atom is followed by the atoms it is bonded to, with distances in Å.
Positions of all 15 atoms, in Å:
1 N -0.13 -0.68 2.07  C2 1.336, H8 1.009, H9 1.013
2 C 0.29 -0.46 0.82  N1 1.336, C3 1.498, C6 1.399
3 C 0.43 0.92 0.25  C2 1.498, C4 1.541, H11 1.097, H12 1.096
4 C 0.40 0.98 -1.29  C3 1.541, O5 1.409, H13 1.097, H14 1.095
5 O -0.87 0.72 -1.84  C4 1.409, H15 0.970
6 C 0.58 -1.56 0.01  C2 1.399, N7 1.317
7 N -0.53 -1.91 -0.61  C6 1.317, H10 1.045
8 H -0.79 -0.08 2.54  N1 1.009
9 H -0.10 -1.64 2.38  N1 1.013
10 H -1.27 -1.25 -0.28  N7 1.045
11 H 1.40 1.27 0.60  C3 1.097
12 H -0.33 1.59 0.66  C3 1.096
13 H 1.16 0.31 -1.70  C4 1.097
14 H 0.67 2.01 -1.58  C4 1.095
15 H -0.91 -0.23 -2.03  O5 0.970

As for the spin multiplicity: 1. The total charge is 0. The value obtained for the HOMO energy (alpha / beta) is -7.620 / -7.621 eV. Its SMILES is N=C=C(N)CCO.

natural (NBO) atomic charge list, values in e, 8 entries: N -0.745; C 0.353; C -0.510; C -0.064; O -0.727; C -0.048; N -0.698; H 0.408



#c
ORCA calculation (wB97M-V/def2-TZVPD) on the molecule C4H8N2O.

Each atom is followed by the atoms it is bonded to, with distances in Å.
Positions of all 15 atoms, in Å:
1 N 1.55 1.62 -0.08  C2 1.467, H8 1.013, H9 1.016
2 C 0.68 0.52 0.37  N1 1.467, C3 1.539, C6 1.479, H10 1.102
3 C -0.41 0.20 -0.66  C2 1.539, C4 1.526, H11 1.095, H12 1.098
4 C -1.26 -1.03 -0.38  C3 1.526, O5 1.416, H13 1.102, H14 1.102
5 O -2.00 -0.84 0.81  C4 1.416, H15 0.966
6 C 1.64 -0.59 0.54  C2 1.479, N7 1.157
7 N 2.51 -1.34 0.66  C6 1.157
8 H 1.04 2.47 -0.32  N1 1.013
9 H 2.22 1.85 0.65  N1 1.016
10 H 0.20 0.70 1.35  C2 1.102
11 H 0.06 0.09 -1.64  C3 1.095
12 H -1.09 1.07 -0.70  C3 1.098
13 H -0.63 -1.93 -0.32  C4 1.102
14 H -1.95 -1.17 -1.23  C4 1.102
15 H -2.55 -1.62 0.95  O5 0.966

As for the spin multiplicity: 1. The total charge is 0. The value obtained for the HOMO energy is -10.068 eV. Its SMILES is N#C[C@@H](N)CCO.

natural (NBO) atomic charge list, values in e, 8 entries: N -0.815; C -0.148; C -0.411; C -0.063; O -0.727; C 0.275; N -0.323; H 0.366



What is the stability order? It is #c, #a, #b, from most stable to least stable.



#a
ORCA calculation (wB97M-V/def2-TZVPD) on a cluster of 9 separate species, H18O9 in total.

Each atom is followed by the atoms it is bonded to, with distances in Å.
Positions of all 27 atoms, in Å:
1 H -0.12 -2.42 -0.50  O19 0.974
2 H 0.89 -1.53 -1.25  O19 0.998
3 H 2.05 1.15 -1.49  O20 0.983
4 H 2.22 2.07 -2.78  O20 1.087
5 H -0.97 1.26 -1.04  O21 1.009
6 H 0.31 2.25 -1.37  O21 1.019
7 H 1.99 -0.21 0.33  O22 1.019
8 H 2.89 -0.81 -0.85  O22 0.969
9 H 0.98 0.75 1.93  O23 1.016
10 H 0.93 -0.80 1.82  O23 0.983
11 H -0.61 2.37 2.03  O24 0.954
12 H -0.39 1.74 0.63  O24 1.041
13 H -2.66 -0.55 0.31  O25 1.022
14 H -1.92 0.20 1.50  O25 0.994
15 H -1.20 -1.00 -1.44  O26 0.980
16 H -2.44 -0.30 -2.18  O26 1.008
17 H -0.39 -2.77 2.24  O27 1.101
18 H -1.11 -1.57 1.41  O27 1.034
19 O 0.12 -2.15 -1.41  H1 0.974, H2 0.998
20 O 1.83 2.07 -1.76  H3 0.983, H4 1.087
21 O -0.52 2.12 -0.79  H5 1.009, H6 1.019
22 O 2.04 -0.38 -0.67  H7 1.019, H8 0.969
23 O 1.58 -0.07 1.83  H9 1.016, H10 0.983
24 O -0.50 1.51 1.64  H11 0.954, H12 1.041
25 O -2.45 -0.61 1.31  H13 1.022, H14 0.994
26 O -1.86 -0.28 -1.36  H15 0.980, H16 1.008
27 O -0.30 -2.20 1.30  H17 1.101, H18 1.034

As for the spin multiplicity: 1. The total charge is 0. The value obtained for the HOMO energy is -11.171 eV. Its SMILES is O.O.O.O.O.O.O.O.O.

natural (NBO) atomic charge list, values in e, 8 entries: H 0.501; H 0.501; H 0.510; H 0.480; H 0.509; H 0.518; H 0.520; H 0.484



#b
ORCA calculation (wB97M-V/def2-TZVPD) on a cluster of 9 separate species, H18O9 in total.

Each atom is followed by the atoms it is bonded to, with distances in Å.
Positions of all 27 atoms, in Å:
1 O -2.57 -1.05 -0.28  H2 0.985, H3 0.942
2 H -2.52 -0.28 0.33  O1 0.985
3 H -2.73 -1.74 0.35  O1 0.942
4 O -0.56 -1.01 3.26  H5 0.960, H6 0.942
5 H -0.94 -0.34 3.84  O4 0.960
6 H -0.26 -0.47 2.54  O4 0.942
7 O -2.35 1.15 1.40  H8 0.957, H9 0.931
8 H -2.38 1.87 0.77  O7 0.957
9 H -1.44 0.95 1.45  O7 0.931
10 O 0.41 -2.74 0.05  H11 0.961, H12 0.963
11 H 0.50 -1.85 0.41  O10 0.961
12 H -0.25 -2.57 -0.63  O10 0.963
13 O -0.07 0.87 -2.00  H14 0.971, H15 0.966
14 H 0.61 1.33 -2.51  O13 0.971
15 H -0.75 0.44 -2.53  O13 0.966
16 O 3.69 0.53 -2.12  H17 0.911, H18 0.961
17 H 4.54 0.24 -2.00  O16 0.911
18 H 3.25 0.17 -1.34  O16 0.961
19 O 2.90 -0.79 0.14  H20 0.914, H21 0.958
20 H 3.11 -0.48 0.98  O19 0.914
21 H 3.03 -1.74 0.21  O19 0.958
22 O 0.17 0.00 0.78  H23 0.978, H24 0.951
23 H 1.14 -0.08 0.66  O22 0.978
24 H -0.04 0.46 -0.02  O22 0.951
25 O -2.45 2.09 -1.11  H26 0.950, H27 0.985
26 H -1.57 1.97 -1.44  O25 0.950
27 H -2.48 3.07 -1.19  O25 0.985

As for the spin multiplicity: 1. The total charge is 0. The value obtained for the HOMO energy is -10.566 eV. Its SMILES is O.O.O.O.O.O.O.O.O.

natural (NBO) atomic charge list, values in e, 8 entries: O -0.987; H 0.489; H 0.466; O -0.943; H 0.461; H 0.472; O -0.952; H 0.490



What is the stability order? It is #a, #b, from most stable to least stable.